Entry from the OMol25 dataset: a structure of composition C29H24Cl2ORuSSbSe4Si (wB97M-V/def2-TZVPD).

```
64
Properties=species:S:1:pos:R:3:lowdin_charge:R:1
C 1.538 -5.886 0.992 -0.111
H -3.165 2.592 -1.096 -0.015
C 1.867 -6.618 -0.141 -0.573
Si -0.299 2.131 0.021 0.582
C 1.600 -9.433 0.206 -0.769
H -0.086 -8.085 0.328 0.072
C -0.878 3.474 3.958 -0.095
C -1.537 5.277 2.526 -0.099
C 4.177 2.915 -0.942 -0.115
H 0.751 4.084 -1.919 0.090
C 3.607 3.484 0.185 -0.099
O 1.982 -10.540 0.481 -0.020
Se -6.296 0.700 -2.403 -0.212
H 0.638 -4.112 1.749 0.114
C -0.021 -2.897 -0.528 -0.178
H -0.475 -9.826 0.363 0.082
H -0.177 5.522 -3.658 0.091
C 2.082 1.891 -1.476 -0.169
C -2.477 3.203 -1.675 -0.132
C 0.890 -4.679 0.862 -0.014
Se -2.612 0.397 0.302 0.011
C -3.017 3.983 -2.679 -0.084
H 4.205 4.101 0.849 0.091
Se -7.051 1.441 1.405 -0.196
C 0.902 -4.928 -1.535 -0.026
H 1.876 0.820 1.681 -0.024
H -1.567 5.373 4.667 0.089
H -0.258 1.677 2.995 0.069
C -1.254 4.499 1.420 -0.089
H -1.422 4.898 0.429 0.095
C 3.413 2.119 -1.778 -0.115
H 1.821 3.700 1.350 0.099
Se -4.081 -1.216 0.414 0.053
C -0.601 2.703 2.845 -0.115
Cl -1.172 -1.244 2.715 -0.161
H -0.740 3.061 4.949 0.097
H 3.854 1.669 -2.660 0.097
H 0.026 -9.045 -1.147 0.092
C -1.121 3.193 -1.380 -0.267
H -1.923 6.278 2.393 0.093
C -0.833 4.856 -3.110 -0.103
C 1.548 -6.138 -1.406 -0.114
H 1.479 1.272 -2.132 0.110
H -2.587 5.437 -4.194 0.089
Ru -0.599 -0.170 0.622 0.368
H 1.810 -6.716 -2.282 0.101
S 2.807 -8.132 0.045 1.004
C -1.340 4.769 3.799 -0.112
H 5.224 3.086 -1.167 0.088
H 1.465 -0.845 2.099 -0.063
C -2.187 4.818 -3.403 -0.110
C 1.508 2.452 -0.351 -0.362
C -0.310 4.046 -2.122 -0.106
C 1.452 -0.114 1.274 -0.788
H 0.661 -4.549 -2.518 0.115
H 1.791 -6.271 1.971 0.105
C 0.173 -9.065 -0.066 -0.056
C -0.764 3.205 1.558 -0.272
C 0.570 -4.169 -0.404 -0.248
C -0.456 -1.777 -0.786 -0.130
Sb -5.293 0.897 -0.205 -0.170
Cl 2.682 -0.728 0.116 0.428
H -4.076 3.919 -2.877 0.099
C 2.274 3.248 0.474 -0.108
```

Values from the calculation:
Electronic energy ... -12743.6265 hartree
Multiplicity ... 2
LUMO (spin up / spin down) ... 3.30 / 2.38 eV
Charge ... -2
Highest occupied orbital energy (spin up / spin down) ... -1.84 / -1.73 eV
<S²> ... 0.90
Orbital gap (spin up / spin down) ... 5.14 / 4.10 eV

Entry from the OMol25 dataset: a structure of composition C29H24ClCrN5OS (wB97M-V/def2-TZVPD).

```
62
Properties=species:S:1:pos:R:3:lowdin_charge:R:1
C 1.084 0.158 -2.054 -0.072
H -1.883 -3.213 0.353 0.085
C 3.384 -0.417 -1.466 -0.025
C -0.308 5.300 0.090 -0.144
C -4.644 -0.621 0.145 -0.058
C -1.490 6.159 -0.062 -0.006
H 2.733 2.898 0.324 0.135
C 2.088 -0.841 1.254 -0.272
C 2.560 -2.134 0.956 -0.039
C 2.032 -0.086 -1.051 -0.299
C 1.003 5.789 0.051 -0.005
H -3.913 1.915 0.702 0.123
H 0.651 0.422 -4.111 0.106
S 0.877 -4.192 -1.682 0.555
C 1.430 0.219 -3.380 -0.103
C -1.833 3.278 0.142 -0.212
H -5.415 0.156 0.082 0.114
H 0.807 -4.817 1.078 0.084
H -1.348 -5.766 -2.205 0.085
H 4.208 -0.556 -0.774 0.108
C -5.006 -1.967 0.217 -0.730
H 3.208 -3.109 4.182 0.080
C -0.495 3.903 0.266 -0.112
Cl -6.575 -2.526 0.008 0.699
C 2.675 -1.174 3.547 -0.140
N 0.028 -5.329 0.654 0.069
C 3.092 -2.913 2.033 -0.078
N -1.901 1.921 0.253 -0.030
C 3.710 -0.432 -2.819 -0.101
H -3.625 6.165 -0.218 0.097
H -1.727 -6.379 -0.629 0.087
N -1.184 -5.800 -1.221 0.076
C 1.860 3.578 0.300 -0.078
H -1.378 7.205 -0.171 0.093
H 3.096 5.343 0.194 0.110
H -4.134 -3.969 0.530 0.110
N 1.662 0.077 0.268 -0.107
Cr -0.064 1.041 0.412 0.828
H 3.483 -3.898 1.741 0.099
C -3.321 -0.139 0.361 -0.140
C -2.905 4.146 -0.091 -0.010
C 3.013 -2.476 3.362 -0.122
C -3.089 1.283 0.389 0.005
C -2.748 5.558 -0.118 -0.064
C 2.722 -0.099 -3.735 -0.136
H 2.679 -2.536 -0.010 0.044
H -3.870 3.685 -0.373 0.116
H 0.047 -6.287 1.011 0.106
H 2.795 -0.812 4.553 0.099
H 1.205 6.839 -0.237 0.132
H 4.695 -0.765 -3.199 0.110
C -2.266 -1.082 0.394 -0.312
C -2.638 -2.468 0.381 0.012
C 2.177 -0.369 2.578 -0.051
H 2.078 0.689 2.748 0.098
H 2.990 -0.094 -4.787 0.092
C -0.102 -5.186 -0.693 -0.980
H 0.031 0.390 -1.798 0.091
C 2.091 4.942 0.190 -0.043
O -1.004 -0.771 0.404 -0.121
N 0.609 3.069 0.377 0.027
C -3.936 -2.906 0.354 -0.084
```

Values from the calculation:
Electronic energy ... -3371.4073 hartree
Multiplicity ... 5
ΔE to the lowest compared entry with this formula, charge and spin ... 9.1 kcal per mole
LUMO (spin up / spin down) ... -1.28 / -1.23 eV
Highest occupied orbital energy (spin up / spin down) ... -6.17 / -6.43 eV
<S²> ... 6.02
Orbital gap (spin up / spin down) ... 4.89 / 5.20 eV

Entry from the OMol25 dataset: a structure of composition C29H24ClCsN10O5 (wB97M-V/def2-TZVPD).

```
70
Properties=species:S:1:pos:R:3:lowdin_charge:R:1
H -1.210 -0.622 -4.567 0.153
C 4.349 -1.727 2.571 -0.548
C 2.053 3.073 -3.289 -0.038
C 1.284 1.863 -2.737 -0.480
H -4.877 -0.944 1.604 0.120
H 3.226 5.434 -2.975 0.092
N 3.373 -1.895 1.632 -0.052
N -2.057 -0.705 -1.459 0.043
C -1.367 -0.782 -2.543 -0.187
H -5.224 -0.830 3.971 0.110
H -0.701 0.939 4.476 0.110
C 2.181 1.242 2.932 -0.621
C -3.962 -0.351 1.676 -0.099
H 4.674 -4.274 1.282 0.037
N -4.105 -0.021 -0.536 0.062
C -4.226 -0.441 4.125 -0.026
H 3.443 1.104 4.846 0.041
H 4.115 -5.997 -0.332 0.107
H -7.041 -0.234 -4.457 0.104
H 1.371 -1.921 -0.125 0.024
C -1.712 0.544 4.403 -0.117
N 0.921 2.111 -1.445 0.088
H 0.833 -3.645 -1.728 0.102
N -3.429 0.168 0.644 -0.014
C 1.687 -3.786 -1.078 -0.075
O 4.365 0.873 5.155 0.123
H -5.561 -0.413 -6.436 0.106
H -0.297 -0.946 -2.478 0.111
H 1.774 4.704 0.279 0.103
H -2.030 0.471 6.528 0.108
N 1.233 3.885 0.061 0.217
O 1.047 0.860 -3.388 0.022
C -4.048 -0.415 -2.879 -0.087
C 4.103 -0.552 3.248 -0.058
C -3.420 -0.138 3.034 -0.276
C -5.970 -0.313 -4.327 -0.077
N -1.855 -0.656 -3.795 0.127
H 2.193 -5.719 -1.870 0.103
O 6.060 -0.418 4.562 0.062
Cl 5.647 -2.793 2.846 0.833
C 2.003 -2.791 -0.168 -0.026
N 2.527 -0.838 1.664 0.072
H -6.056 -0.226 -2.182 0.112
H 1.921 6.034 -1.949 0.095
Cs -0.187 0.286 0.757 1.205
C -3.225 -0.530 -4.002 -0.177
H 3.383 5.322 -1.227 0.092
C 3.514 -5.097 -0.297 -0.077
C 2.441 -4.945 -1.156 -0.088
N -2.174 0.325 3.177 0.035
C -5.137 -0.414 -5.439 -0.078
C -2.453 0.283 5.550 -0.050
H -4.340 -0.449 6.270 0.109
C -3.771 -0.524 -5.284 -0.019
C -5.427 -0.313 -3.058 -0.016
C 4.938 -0.017 4.369 -0.513
H -3.121 -0.612 -6.148 0.114
C 2.944 -0.037 2.622 -0.133
N 2.080 3.937 -2.127 -0.099
O 2.183 1.604 4.128 0.015
C -3.409 -0.366 -1.557 -0.295
H 1.519 3.514 -4.133 0.135
C 2.675 5.251 -2.056 -0.029
C 3.089 -2.943 0.696 -0.149
C 3.840 -4.113 0.625 -0.039
O 1.597 1.798 1.980 -0.281
C -3.731 -0.224 5.404 -0.061
H 3.053 2.781 -3.611 0.136
C 1.406 3.316 -1.138 -0.413
H 1.078 3.257 0.853 0.067
```

Values from the calculation:
Electronic energy ... -2523.7251 hartree
Multiplicity ... 1
ΔE to the lowest compared entry with this formula, charge and spin ... 17.8 kcal per mole
LUMO ... -0.13 eV
Highest occupied orbital energy ... -8.27 eV
Orbital gap ... 8.14 eV